Entry 1:
{"formula": "C2H8N4", "method": "the ωB97M-V functional and the def2-TZVPD basis", "elements": ["C", "C", "N", "N", "N", "N", "H", "H", "H", "H", "H", "H", "H", "H"], "xyz": [[0.51276, 1.37176, 0.19797], [-0.29226, 0.10604, 0.10065], [0.33899, -1.06807, 0.58943], [1.36757, -1.50328, -0.28913], [-1.30480, -0.06980, -0.94118], [-1.67063, -0.03453, 0.46829], [1.43978, 1.21982, -0.35161], [-0.03740, 2.22708, -0.19398], [0.77093, 1.55744, 1.23858], [-0.61423, -1.61632, 0.75390], [2.10625, -1.95429, 0.24028], [1.01151, -1.87756, -1.16912], [-1.51651, 0.80845, -1.41808], [-2.11195, 0.83326, 0.77403]], "forces_ev_per_angstrom": [[-0.303, -0.149, 0.059], [-0.365, 0.510, 0.468], [-1.801, -0.794, -0.126], [-0.770, 0.454, 0.448], [0.396, -0.458, -0.888], [-0.711, 0.926, 0.918], [-0.005, 0.117, -0.097], [0.082, 0.024, -0.079], [0.004, 0.010, 0.066], [3.054, -0.082, -0.608], [-0.458, -0.294, -0.681], [0.513, -0.408, 0.580], [0.167, 0.053, 0.325], [0.196, 0.091, -0.387]], "e_homo_ev": -8.8, "e_tot_ha": -299.90964, "smiles": "CC1(NN)NN1", "e_lumo_ev": 1.1, "homo_lumo_gap_ev": 9.86, "charge": 0}

Entry 2:
{"formula": "C6H14NO", "method": "the ωB97M-V functional and the def2-TZVPD basis", "elements": ["C", "C", "C", "C", "C", "N", "C", "O", "H", "H", "H", "H", "H", "H", "H", "H", "H", "H", "H", "H", "H", "H"], "xyz": [[-1.24241, -2.75140, -0.49004], [-0.59870, -1.54216, -1.20149], [-0.93477, -0.21738, -0.50129], [-0.02045, 0.08324, 0.68566], [1.03870, 1.12870, 0.31227], [0.37042, 2.46166, 0.08603], [2.05873, 1.33457, 1.39048], [2.11450, 2.36423, 2.00613], [-1.33661, -2.68261, 0.59357], [-2.21702, -2.95253, -0.93137], [-0.65412, -3.65040, -0.69446], [0.47344, -1.64769, -1.33385], [-1.14589, -1.51164, -2.14381], [-0.88812, 0.56076, -1.28229], [-1.98323, -0.15346, -0.22203], [-0.52476, 0.47491, 1.57267], [0.48730, -0.81475, 1.02975], [1.53305, 0.76719, -0.58798], [0.88124, 3.12609, 0.69414], [0.46304, 2.73393, -0.84893], [-0.61657, 2.39856, 0.29980], [2.74223, 0.49017, 1.56704]], "forces_ev_per_angstrom": [[0.650, -0.524, -0.293], [-1.678, -0.035, 0.625], [-0.048, 0.246, -0.610], [0.203, 0.540, 0.279], [-0.367, -0.698, -0.094], [0.659, -0.911, 1.137], [0.355, -0.073, 0.249], [0.012, 0.139, -0.062], [0.021, 0.221, 0.015], [-0.145, 0.148, 0.267], [-0.037, 0.047, 0.076], [0.107, -0.017, -0.202], [0.740, 0.093, -0.409], [0.374, 0.132, 0.267], [-0.133, -0.472, 0.265], [-0.304, -0.078, -0.021], [0.070, -0.173, -0.062], [0.074, 0.383, -0.256], [-0.318, 0.091, 0.280], [0.124, 0.703, -1.882], [-0.305, 0.222, 0.294], [-0.054, 0.014, 0.136]], "e_homo_ev": -15.0, "e_tot_ha": -366.74113, "smiles": "CCCC[C@@H]([NH3+])C=O", "e_lumo_ev": -3.5, "homo_lumo_gap_ev": 11.45, "charge": 1}

Entry 3:
{"formula": "C14H19NO2PS", "method": "the ωB97M-V functional and the def2-TZVPD basis", "elements": ["C", "C", "C", "C", "C", "C", "P", "C", "S", "O", "O", "C", "C", "H", "H", "H", "H", "H", "H", "H", "H", "H", "H", "H", "H", "H", "H", "N", "C", "C", "C", "C", "C", "H", "H", "H", "H", "H"], "xyz": [[1.83519, -2.28022, -0.76762], [0.74064, -1.26839, -0.31626], [0.68274, -0.61552, 0.97489], [-0.39285, 0.30442, 1.37804], [-1.43792, 0.55281, 0.40194], [-2.68972, 1.47068, 0.67397], [-3.87820, 0.36920, 1.62966], [-5.67313, 0.64797, 1.20954], [-5.99050, -0.38147, -0.29834], [-4.74079, -0.37886, -1.07084], [-6.30842, -1.74752, 0.09800], [-1.38254, -0.06512, -0.92461], [-0.31476, -0.96428, -1.29945], [2.58629, -2.52541, 0.02444], [1.36649, -3.25796, -1.06814], [2.42057, -1.82941, -1.61746], [1.48244, -0.83902, 1.71783], [-0.41494, 0.79080, 2.38449], [-2.37268, 2.34140, 1.30973], [-3.12587, 1.84079, -0.28418], [-3.57911, 0.44212, 3.01340], [-3.55879, -0.96532, 1.22708], [-6.34548, 0.24506, 2.02069], [-5.96982, 1.71856, 1.07020], [-7.05237, 0.18098, -0.99860], [-2.17073, 0.13954, -1.68594], [-0.31053, -1.41023, -2.32410], [3.90504, 0.43439, -1.57579], [3.74971, 0.45256, -0.24751], [4.78614, 0.66235, 0.64786], [6.06048, 0.86178, 0.13996], [6.24733, 0.84571, -1.23283], [5.14265, 0.63074, -2.04237], [2.73847, 0.28978, 0.09996], [4.60121, 0.66910, 1.71444], [6.89833, 1.02805, 0.80668], [7.22717, 0.99697, -1.66597], [5.23828, 0.61293, -3.12279]], "forces_ev_per_angstrom": [[0.088, 0.285, 0.330], [-1.441, 0.648, -0.401], [-1.100, 0.207, -0.364], [-0.117, -1.107, -2.295], [0.706, -0.640, -0.819], [1.218, -0.406, 0.519], [0.694, 0.219, -1.623], [-1.123, -0.101, 0.713], [2.298, -3.311, -0.615], [-1.491, 1.641, 0.618], [-0.841, 2.127, 0.290], [1.324, -0.666, 0.739], [-0.162, 1.075, 2.169], [-0.754, 0.387, -0.444], [0.374, 1.075, 0.110], [-0.708, -0.525, 0.696], [-0.723, 0.200, -0.689], [0.162, -0.543, -1.032], [-0.592, -0.770, -0.462], [0.092, -0.488, 0.876], [-0.459, 0.067, -0.387], [-0.344, 0.665, 0.344], [0.716, 0.252, -0.767], [0.629, -0.783, -0.069], [0.624, 0.038, 0.613], [0.632, -0.082, 0.872], [0.102, 0.415, 1.129], [0.273, 0.008, 0.251], [0.083, 0.054, -0.315], [0.024, -0.002, -0.067], [0.120, 0.019, 0.070], [-0.043, 0.004, 0.091], [-0.328, -0.050, -0.086], [0.079, 0.095, 0.044], [-0.008, 0.001, -0.028], [-0.031, -0.007, -0.029], [-0.044, -0.007, -0.014], [0.071, 0.006, 0.031]], "e_homo_ev": -11.5, "e_tot_ha": -1489.28593, "e_lumo_ev": -3.7, "homo_lumo_gap_ev": 7.84, "charge": 1}

Entry 4:
{"formula": "C20H22MoN4O3S7", "method": "the ωB97M-V functional and the def2-TZVPD basis", "elements": ["Mo", "C", "C", "S", "C", "C", "S", "C", "C", "S", "C", "C", "S", "H", "H", "H", "H", "H", "H", "H", "H", "H", "H", "H", "H", "H", "H", "H", "H", "S", "N", "C", "C", "C", "C", "C", "N", "C", "C", "N", "C", "C", "C", "C", "C", "N", "H", "H", "H", "H", "H", "H", "O", "S", "O", "O", "S"], "xyz": [[-0.25897, -0.91476, -0.36529], [1.33272, -0.05926, -3.64993], [0.49481, 1.17293, -3.38757], [0.00367, 1.38366, -1.64816], [1.37782, 2.23200, -0.80903], [2.56795, 1.38756, -0.34757], [2.17251, -0.35894, -0.61825], [3.36678, -1.36930, 0.30949], [2.70813, -2.71816, 0.61917], [1.14147, -3.12932, -0.21970], [1.55710, -3.73786, -1.87166], [1.86224, -2.64890, -2.87969], [0.47667, -1.48058, -2.92650], [2.32994, 0.01921, -3.21932], [1.42930, -0.23175, -4.72294], [-0.46220, 1.10800, -3.90848], [0.98561, 2.08753, -3.71969], [0.87650, 2.66472, 0.05666], [1.69846, 3.06119, -1.43817], [2.78252, 1.56100, 0.70638], [3.46381, 1.60236, -0.92736], [3.67573, -0.85840, 1.22077], [4.23948, -1.48143, -0.33092], [2.40284, -2.76203, 1.66525], [3.40495, -3.54027, 0.46049], [0.65571, -4.29408, -2.14196], [2.37380, -4.45541, -1.79270], [1.97629, -3.07397, -3.87778], [2.77222, -2.10180, -2.63089], [-3.53182, 4.26783, 4.33776], [-4.05036, 3.66371, 2.94207], [-3.12942, 2.81337, 2.52018], [-3.19836, 2.01935, 1.31414], [-4.28371, 2.02315, 0.43371], [-4.23631, 1.20314, -0.67196], [-3.11914, 0.40190, -0.88453], [-2.08197, 0.39523, -0.05278], [-2.11366, 1.18855, 1.03422], [-0.97126, 1.10030, 1.92086], [-0.00318, 0.22685, 1.56597], [1.00631, 0.03138, 2.41730], [1.13925, 0.72417, 3.61014], [0.17543, 1.64844, 3.96289], [-0.91222, 1.83359, 3.11245], [-2.01526, 2.72321, 3.39631], [-2.12186, 3.50641, 4.45699], [-5.13704, 2.65568, 0.63950], [-5.05527, 1.15983, -1.37541], [-3.06419, -0.26775, -1.72994], [1.72482, -0.72355, 2.14191], [1.98196, 0.52067, 4.25550], [0.23221, 2.20556, 4.88894], [-3.68400, -2.94232, -0.41059], [-2.27061, -3.04577, -0.49137], [-1.62270, -4.28652, -0.77816], [-1.70640, -1.93195, -1.38509], [-1.35911, -2.17834, 1.22433]], "forces_ev_per_angstrom": [[0.796, 0.707, -0.680], [-0.042, -0.018, -0.028], [-0.040, -0.049, 0.027], [-0.050, 0.119, 0.104], [-0.071, 0.066, 0.035], [0.074, -0.150, 0.072], [0.187, 0.010, 0.148], [-0.117, 0.011, -0.033], [-0.021, 0.012, -0.014], [0.004, 0.101, 0.145], [-0.042, 0.058, -0.076], [0.005, -0.080, -0.026], [-0.027, -0.023, 0.029], [-0.003, 0.012, -0.002], [-0.023, 0.001, 0.004], [0.015, 0.014, -0.010], [0.014, 0.010, 0.032], [0.029, 0.031, -0.001], [-0.023, -0.018, -0.039], [-0.007, -0.005, 0.005], [0.013, 0.002, 0.012], [0.000, 0.023, -0.010], [0.005, 0.010, -0.003], [0.056, -0.013, 0.013], [-0.032, -0.023, -0.025], [0.018, 0.005, -0.023], [0.021, 0.026, 0.046], [-0.024, 0.006, 0.003], [0.004, -0.002, 0.003], [0.063, 0.048, -0.074], [-0.121, -0.044, -0.017], [0.179, 0.062, 0.215], [0.048, -0.051, -0.069], [0.025, -0.085, -0.074], [-0.059, 0.102, 0.078], [0.035, -0.002, 0.011], [-0.028, -0.192, -0.129], [-0.079, 0.073, -0.028], [0.017, -0.006, 0.058], [0.130, -0.111, -0.161], [-0.048, 0.008, -0.002], [-0.053, 0.082, 0.077], [0.062, -0.068, -0.022], [0.066, -0.060, -0.095], [-0.259, 0.087, -0.144], [0.049, -0.059, 0.122], [-0.003, 0.003, -0.001], [-0.002, -0.001, 0.005], [-0.005, 0.009, 0.007], [-0.006, 0.000, -0.001], [0.001, -0.010, -0.005], [-0.001, 0.005, 0.001], [-0.040, -0.112, -0.058], [-0.016, -0.088, 0.861], [-0.046, -0.033, -0.044], [-0.027, 0.181, -0.458], [-0.601, -0.582, 0.237]], "e_homo_ev": -14.2, "e_tot_ha": -4075.15824, "e_lumo_ev": -7.1, "homo_lumo_gap_ev": 7.16, "charge": 2}

Entry 5:
{"formula": "CBrFNO2", "method": "the ωB97M-V functional and the def2-TZVPD basis", "elements": ["C", "N", "O", "O", "F", "Br"], "xyz": [[-0.85700, -1.19288, 1.17093], [0.49978, 1.46890, -0.76074], [0.02685, -1.19359, 1.91692], [-1.77290, -1.35885, 0.48969], [1.86558, 2.02218, -0.78665], [0.23769, 0.25423, -2.03014]], "forces_ev_per_angstrom": [[0.250, -0.740, 0.217], [-0.887, 2.061, 2.865], [0.347, 0.453, 0.172], [-0.538, 0.383, -0.444], [0.579, -0.328, -0.590], [0.248, -1.829, -2.221]], "e_homo_ev": -1.9, "e_tot_ha": -2917.17556, "e_lumo_ev": 3.4, "homo_lumo_gap_ev": 5.29, "charge": -1}

Entry 6:
{"formula": "C21H25ClN2O4S", "method": "the ωB97M-V functional and the def2-TZVPD basis", "elements": ["C", "C", "C", "C", "C", "S", "O", "O", "N", "C", "C", "C", "O", "N", "C", "C", "O", "C", "C", "C", "C", "C", "Cl", "C", "C", "C", "C", "C", "C", "H", "H", "H", "H", "H", "H", "H", "H", "H", "H", "H", "H", "H", "H", "H", "H", "H", "H", "H", "H", "H", "H", "H", "H", "H"], "xyz": [[3.56181, 4.80873, 2.43862], [3.20596, 3.40736, 2.05031], [3.28219, 3.01431, 0.71663], [2.96527, 1.72075, 0.34295], [2.56965, 0.81572, 1.30845], [2.12480, -0.85614, 0.86624], [2.36291, -1.04375, -0.53789], [2.72135, -1.77021, 1.79343], [0.48031, -0.79660, 1.19668], [-0.12122, -1.95039, 1.82070], [-1.31295, -1.54664, 2.69374], [-2.58892, -1.39485, 1.88480], [-3.52345, -2.16028, 2.03116], [-2.63601, -0.36805, 0.99971], [-3.80919, -0.24780, 0.15866], [-3.56203, -0.73158, -1.27074], [-2.91537, 0.28803, -2.00322], [-2.52812, -0.09830, -3.31264], [-1.27704, -0.94135, -3.30395], [-1.34410, -2.32857, -3.25113], [-0.19281, -3.08948, -3.14233], [1.04043, -2.45821, -3.10138], [2.47376, -3.39279, -2.94866], [1.12992, -1.07679, -3.17923], [-0.02846, -0.32905, -3.26874], [-1.53515, 0.53335, 0.74453], [-0.29772, -0.16060, 0.16450], [2.48698, 1.18230, 2.63682], [2.80617, 2.47756, 3.00478], [3.38994, 4.97755, 3.49798], [2.97033, 5.52327, 1.86867], [4.61166, 5.00209, 2.22261], [3.59609, 3.72905, -0.02991], [3.02836, 1.39300, -0.68284], [0.66206, -2.39917, 2.43330], [-0.44172, -2.68887, 1.07077], [-1.07798, -0.62170, 3.22178], [-1.50333, -2.33286, 3.42520], [-4.58556, -0.86504, 0.61527], [-4.13370, 0.79529, 0.13051], [-2.95279, -1.64458, -1.24227], [-4.52386, -0.97244, -1.74950], [-2.34798, 0.84109, -3.84142], [-3.35379, -0.63320, -3.80291], [-2.30290, -2.82527, -3.30152], [-0.24971, -4.16549, -3.09096], [2.09605, -0.60185, -3.14540], [0.03164, 0.74856, -3.31030], [-1.88827, 1.26537, 0.01823], [-1.24600, 1.05337, 1.66456], [0.34913, 0.58233, -0.30410], [-0.60092, -0.88106, -0.60576], [2.18594, 0.44383, 3.36232], [2.74836, 2.77009, 4.04291]], "forces_ev_per_angstrom": [[0.020, 0.015, -0.017], [-0.015, -0.055, -0.099], [-0.028, -0.035, 0.141], [0.029, -0.098, -0.154], [-0.086, -0.465, -0.236], [-0.372, 0.271, 0.107], [-0.028, 0.272, 0.090], [-0.091, 0.053, 0.259], [1.071, -0.131, -0.110], [0.139, -0.370, 0.383], [-0.031, -0.187, -0.145], [0.140, 0.084, 0.406], [-0.175, -0.378, 0.075], [-0.234, 0.164, -0.211], [-0.134, -0.267, -0.343], [-0.288, -0.071, 0.236], [0.069, 0.179, 0.130], [0.084, -0.012, -0.089], [-0.175, 0.044, 0.004], [0.020, 0.144, -0.051], [0.130, -0.038, 0.026], [-0.328, 0.185, -0.036], [0.281, -0.220, -0.012], [-0.009, -0.036, -0.023], [-0.091, -0.125, -0.098], [0.480, 0.021, -0.008], [-0.272, 0.478, -0.250], [0.039, 0.026, 0.127], [-0.013, -0.113, -0.071], [0.002, 0.066, 0.062], [-0.019, 0.092, 0.006], [0.064, 0.071, 0.023], [0.029, 0.064, -0.095], [0.021, 0.018, -0.151], [-0.236, -0.116, 0.008], [0.045, 0.013, 0.055], [0.043, 0.018, 0.053], [-0.061, 0.096, -0.078], [0.062, 0.162, -0.114], [-0.034, -0.028, 0.010], [-0.080, 0.034, 0.024], [0.087, 0.001, 0.013], [-0.044, -0.134, -0.038], [0.062, 0.065, 0.012], [-0.097, -0.033, 0.004], [0.032, -0.101, 0.004], [0.103, 0.026, 0.017], [0.028, 0.151, -0.013], [0.056, -0.034, 0.120], [0.007, 0.068, -0.103], [-0.183, 0.095, -0.136], [0.040, 0.074, -0.008], [-0.053, -0.029, 0.191], [-0.005, 0.025, 0.099]], "e_homo_ev": -9.0, "e_tot_ha": -2084.08149, "smiles": "Cc1ccc(S(=O)(=O)N2CCC(=O)N(CCOCc3ccc(Cl)cc3)CC2)cc1", "e_lumo_ev": 0.5, "homo_lumo_gap_ev": 9.54, "charge": 0}